Entry 1:
The following is a DFT calculation (ωB97M-V with the def2-TZVPD basis set) of C49H95BN6O18V as an isolated structure in a non-equilibrium geometry.

Results
lowest unoccupied orbital energy (spin up / spin down)	-0.08417 / -0.19098	hartree
frontier orbital gap (spin up / spin down)	5.94 / 3.03	eV
expectation value of S²	0.754
HOMO (spin up / spin down)	-8.23 / -8.23	eV
multiplicity	2

Element x y z (Å)
O 2.74 -1.77 4.09
V 1.94 -0.43 3.98
O 1.72 0.23 5.39
N 0.64 0.62 0.86
O 1.34 0.27 1.81
O -0.15 1.53 1.00
O 0.68 0.24 -0.28
O -0.16 4.49 0.71
C 0.01 5.42 1.52
O -0.72 5.78 2.57
B -0.20 7.08 3.13
O 0.86 7.51 2.21
C 1.07 6.59 1.35
O 1.96 6.54 0.47
O -1.27 8.12 3.31
C -1.43 8.52 4.62
O -2.16 9.37 5.10
C -0.37 7.69 5.41
O 0.38 7.02 4.48
O -0.23 7.76 6.64
C -2.84 -1.16 3.61
C -1.92 -0.63 4.69
C -2.75 -0.40 6.08
C -3.01 -1.59 6.89
C -1.68 -2.33 7.12
C -0.94 -2.74 5.73
N -0.78 -1.55 4.91
O 0.07 -1.66 3.74
C 0.43 -3.11 6.13
C -1.72 -3.94 5.01
C -1.28 0.76 4.53
H -3.20 -0.31 3.03
H -3.72 -1.69 3.98
H -2.44 -1.83 2.85
H -2.28 0.36 6.71
H -3.69 0.00 5.70
H -3.71 -2.27 6.39
H -3.54 -1.44 7.83
H -2.08 -3.24 7.57
H -0.93 -1.85 7.75
H 1.16 -3.44 5.39
H 0.97 -2.28 6.58
H 0.62 -3.84 6.93
H -2.05 -4.68 5.74
H -2.58 -3.57 4.45
H -1.09 -4.49 4.31
H -0.95 0.75 3.49
H -0.50 1.08 5.21
H -1.98 1.54 4.84
H -0.51 -2.23 3.23
C 7.43 -3.85 1.26
C 6.83 -2.60 0.52
C 6.93 -3.00 -0.94
C 6.33 -2.00 -1.87
C 4.81 -1.81 -1.52
C 4.47 -1.76 -0.04
N 5.42 -2.51 0.79
O 5.16 -2.30 2.14
C 4.42 -0.24 0.29
C 3.08 -2.27 0.19
C 7.67 -1.32 0.85
H 7.03 -4.82 0.96
H 7.26 -3.91 2.33
H 8.44 -3.90 0.86
H 7.99 -3.13 -1.14
H 6.36 -3.90 -1.20
H 6.36 -2.21 -2.94
H 6.87 -1.05 -1.87
H 4.39 -2.66 -2.06
H 4.48 -0.95 -2.09
H 3.98 -0.10 1.28
H 5.40 0.20 0.13
H 3.70 0.31 -0.31
H 3.13 -3.35 0.05
H 2.67 -2.24 1.19
H 2.28 -1.97 -0.48
H 8.71 -1.41 0.53
H 7.57 -1.20 1.93
H 7.39 -0.41 0.32
H 5.18 -1.34 2.25
C -4.98 4.39 0.35
C -4.22 3.30 -0.45
C -5.19 2.27 -0.97
C -5.98 2.75 -2.14
C -5.12 3.32 -3.21
C -4.21 4.43 -2.75
N -3.46 3.86 -1.58
O -2.56 4.85 -1.17
C -3.25 4.65 -3.84
C -5.10 5.68 -2.56
C -3.24 2.53 0.55
H -4.46 5.32 0.11
H -4.75 4.22 1.40
H -6.06 4.38 0.42
H -4.66 1.41 -1.38
H -5.95 1.81 -0.34
H -6.78 3.41 -1.80
H -6.46 1.87 -2.56
H -5.84 3.76 -3.91
H -4.54 2.45 -3.51
H -3.78 5.10 -4.68
H -2.41 5.28 -3.55
H -2.84 3.76 -4.33
H -5.51 5.93 -3.54
H -5.88 5.57 -1.80
H -4.53 6.51 -2.15
H -2.28 3.03 0.65
H -3.12 1.47 0.34
H -3.70 2.36 1.52
H -3.17 5.49 -0.82
C 1.74 -0.06 -3.31
C 2.04 0.64 -4.65
C 1.15 -0.22 -5.62
C 0.98 0.41 -7.00
C 0.37 1.81 -6.90
C 1.23 2.70 -5.96
N 1.51 2.01 -4.66
O 2.16 2.78 -3.71
C 2.55 3.22 -6.69
C 0.35 3.99 -5.62
C 3.54 0.48 -5.04
H 2.03 0.52 -2.43
H 2.28 -1.00 -3.37
H 0.66 -0.24 -3.23
H 1.69 -1.16 -5.74
H 0.19 -0.63 -5.28
H 0.22 -0.21 -7.49
H 1.94 0.37 -7.51
H -0.69 1.86 -6.64
H 0.46 2.19 -7.92
H 3.25 3.67 -5.98
H 3.07 2.48 -7.29
H 2.42 4.12 -7.30
H 0.91 4.75 -5.08
H 0.19 4.41 -6.61
H -0.59 3.80 -5.11
H 4.11 1.24 -4.52
H 3.67 0.72 -6.09
H 4.01 -0.48 -4.81
H 3.09 2.69 -3.93
C -0.27 -3.31 -1.33
C -1.55 -3.42 -0.45
C -2.81 -3.84 -1.35
C -2.74 -5.32 -1.73
C -2.64 -6.18 -0.50
C -1.41 -5.79 0.43
N -1.36 -4.33 0.65
O -0.39 -3.86 1.52
C -1.82 -6.45 1.78
C -0.21 -6.41 -0.06
C -1.96 -2.08 0.15
H 0.67 -3.56 -0.84
H -0.22 -4.10 -2.09
H -0.12 -2.38 -1.87
H -3.79 -3.56 -0.96
H -2.68 -3.43 -2.35
H -3.69 -5.54 -2.22
H -1.87 -5.58 -2.33
H -2.56 -7.21 -0.85
H -3.57 -6.15 0.05
H -2.70 -6.01 2.25
H -1.07 -6.27 2.55
H -1.88 -7.53 1.59
H -0.04 -7.46 0.15
H 0.72 -5.92 0.23
H -0.19 -6.39 -1.15
H -2.91 -2.15 0.68
H -1.14 -1.58 0.67
H -2.19 -1.41 -0.68
H 0.43 -3.89 1.03

=====

Entry 2:
The following is a DFT calculation (ωB97M-V with the def2-TZVPD basis set) of C4Cl2O4RuV as an isolated structure in a non-equilibrium geometry.

Results
total charge	+4
lowest unoccupied orbital energy (spin up / spin down)	-0.74624 / -0.87933	hartree
frontier orbital gap (spin up / spin down)	7.43 / 6.50	eV
ΔE to the lowest compared entry with this formula, charge and spin	626.74	kJ/mol
expectation value of S²	15.799
HOMO (spin up / spin down)	-27.74 / -30.42	eV
multiplicity	8

Element x y z (Å)
Ru -0.35 -0.51 -1.42
V -0.09 0.29 1.25
Cl -0.69 -2.01 0.44
Cl -1.49 1.55 0.13
C 1.33 1.23 2.01
C 0.37 -1.82 -2.46
C 0.20 0.82 -2.56
O 2.15 1.87 2.54
O 0.81 -2.67 -3.13
O 0.55 1.64 -3.31
O -1.71 -0.31 3.74
C -1.09 -0.10 2.77

=====

Entry 3:
The following is a DFT calculation (ωB97M-V with the def2-TZVPD basis set) of C4Cl5NO2 in the gas phase in a non-equilibrium geometry.

Results
lowest unoccupied orbital energy (spin up / spin down)	0.01211 / -0.07903	hartree
frontier orbital gap (spin up / spin down)	8.02 / 9.07	eV
expectation value of S²	2.006
HOMO (spin up / spin down)	-7.69 / -11.22	eV
multiplicity	3

Element x y z (Å)
C 0.78 0.43 -1.96
C -1.26 -1.34 -0.83
C -0.39 0.54 0.19
C 0.78 0.23 1.23
N -0.05 0.83 -1.16
O 1.51 0.20 -2.82
O -1.45 -0.51 0.19
Cl -2.38 -2.59 -0.69
Cl -1.22 1.93 0.86
Cl 1.32 -1.48 1.00
Cl 0.25 0.38 2.91
Cl 2.12 1.39 1.06

=====

- What is the multiplicity in the first record?
  2